# 1
Entry from the OMol25 dataset: a structure of composition C17H24IrN4O7SeSi in a non-equilibrium geometry (the ωB97M-V functional and the def2-TZVPD basis).

Geometry as ORCA input:
```
! RIJCOSX wB97M-V def2-TZVPD def2/J DEFGRID3
* xyz -1 1
Ir -0.0464 0.5853 0.1550
O 2.1855 -3.6532 -4.5656
C 1.2481 -4.0525 -3.8385
O 0.4956 -5.0315 -3.9484
C 0.9285 -3.0951 -2.6749
C -0.3867 -2.9425 -2.2471
C -0.6964 -1.9611 -1.3314
N 0.2558 -1.1701 -0.8227
C 1.5439 -1.3542 -1.1606
C 1.9105 -2.3018 -2.0909
C 2.5356 -0.4138 -0.4950
O 3.7257 -0.6266 -0.5889
O 1.9954 0.5942 0.1342
H -1.1503 -3.5802 -2.6705
H -1.7056 -1.7444 -1.0070
H 2.9468 -2.3958 -2.3822
N -0.2951 2.5520 0.7434
C -1.5052 3.0974 0.0911
C -2.4938 1.9875 -0.2946
O -3.6432 2.2978 -0.5447
O -2.0139 0.7834 -0.3758
H -0.3973 2.5369 1.7562
H 0.5554 3.0478 0.4991
H -1.2186 3.6232 -0.8181
H -2.0344 3.7879 0.7457
C 2.0877 -0.5257 -4.7253
N 0.6369 -0.6197 -4.6475
C -0.0829 -1.6759 -5.1658
C -1.3751 -1.4577 -4.8553
N -1.4303 -0.2778 -4.1384
C -2.6477 0.3249 -3.6243
C -0.1899 0.2456 -4.0197
Se 0.2625 1.8690 -3.2319
H 2.3842 -0.3194 -5.7540
H 2.5102 -1.4803 -4.4096
H 2.4102 0.2898 -4.0844
H 0.4091 -2.5044 -5.6459
H -2.2519 -2.0504 -5.0434
H -3.0990 0.9740 -4.3748
H -2.4133 0.9060 -2.7402
H -3.3424 -0.4680 -3.3546
C -1.8221 -0.5861 4.3429
Si -0.5323 -0.9265 3.0259
C 1.1055 -1.2911 3.8599
C -1.0465 -2.4390 2.0513
O -0.4211 0.4170 2.0923
H -1.9820 -1.4712 4.9645
H -2.7759 -0.3134 3.8860
H -1.5154 0.2332 4.9974
H 1.0576 -2.2132 4.4456
H 1.3925 -0.4791 4.5322
H 1.8980 -1.4021 3.1154
H -1.1131 -3.3203 2.6943
H -0.3303 -2.6577 1.2601
H -2.0227 -2.2844 1.5839
*
```

Energy relative to the best compared isomer or geometry (same formula, charge and spin) ... 1.305 eV
HOMO-LUMO gap ... 0.272 hartree


# 2
Entry from the OMol25 dataset: a structure of composition C17H24MnN3O5P in a non-equilibrium geometry (the ωB97M-V functional and the def2-TZVPD basis).

Geometry as ORCA input:
```
! RIJCOSX wB97M-V def2-TZVPD def2/J DEFGRID3
* xyz 4 4
N 1.5473 -1.7454 0.2538
C 2.0862 -2.5607 0.8828
C 2.7847 -3.5935 1.6089
H 3.5424 -3.1140 2.2544
H 3.2766 -4.2534 0.8730
H 2.0726 -4.1747 2.2211
N -1.2364 -1.0243 -3.0917
C -2.0481 -1.3319 -3.8561
C -3.0692 -1.7152 -4.7862
H -2.6635 -2.4394 -5.4924
H -3.4195 -0.8331 -5.3230
H -3.9045 -2.1597 -4.2450
N 0.5074 2.2084 -0.4448
C 0.2780 3.2289 0.0668
C -0.0091 4.5176 0.6585
H -1.1053 4.6688 0.7369
H 0.4347 5.2865 -0.0038
H 0.4485 4.5631 1.6654
Mn 1.2917 0.4124 -1.6102
C -1.9883 0.4759 -0.4039
O -2.7749 1.2602 -0.1159
C -1.4187 -2.2421 -0.4881
O -1.0837 -3.2506 -0.9111
C 2.8963 -0.8698 -2.5478
C 3.4005 0.1497 -1.7059
C 2.9994 1.5061 -1.9213
C 2.0809 1.7911 -2.9801
C 1.6041 0.7523 -3.8182
C 2.0207 -0.5683 -3.6065
H 3.1978 -1.9116 -2.3911
H 4.1173 -0.0885 -0.9162
H 3.3821 2.3101 -1.2902
H 1.7293 2.8118 -3.1631
H 0.9158 0.9982 -4.6382
H 1.6592 -1.3640 -4.2679
C -3.6448 -0.7704 2.4663
O -2.2848 -1.2116 2.2640
P -1.0418 -1.0294 3.3491
O -1.7013 -0.2195 4.5938
C -2.0991 1.1666 4.6059
O -0.1689 0.1620 2.5424
C 1.2245 0.3690 2.8515
H -4.1791 -1.0652 1.5552
H -3.7080 0.3260 2.5764
H -4.0992 -1.2783 3.3347
H -1.8092 1.7239 3.7012
H -3.1896 1.1975 4.7300
H -1.6218 1.6340 5.4764
H 1.7097 0.7338 1.9378
H 1.7365 -0.5569 3.1615
H 1.3251 1.1175 3.6505
*
```

⟨S²⟩ ... 3.93
HOMO-LUMO gap (alpha / beta) ... 0.179 / 0.210 hartree


# 3
Entry from the OMol25 dataset: an isolated molecule of C17H24N2O2 (the ωB97M-V functional and the def2-TZVPD basis).

Geometry as ORCA input:
```
! RIJCOSX wB97M-V def2-TZVPD def2/J DEFGRID3
* xyz 0 1
C -4.3301 -2.4102 0.2010
C -3.6634 -1.0705 0.1614
C -3.2095 -0.5342 -1.0361
C -2.5526 0.6841 -1.0643
C -2.3391 1.4051 0.1026
C -1.5696 2.6966 0.0806
C -0.2122 2.5345 0.7833
N 0.5160 1.4003 0.2673
C 1.6039 1.5078 -0.5142
O 2.1173 2.5615 -0.8273
C 2.1498 0.1608 -1.0194
C 1.2757 -0.3630 -2.1772
C 0.3757 -1.4125 -1.5286
C 1.0891 -1.7854 -0.2380
O 0.8133 -2.7089 0.4960
N 2.0820 -0.8902 -0.0310
C 3.0311 -1.0227 1.0588
C 3.0246 0.2024 1.9694
C 4.4366 -1.3021 0.5251
C -2.8092 0.8766 1.2995
C -3.4588 -0.3426 1.3277
H -5.0785 -2.4489 0.9891
H -4.8045 -2.6381 -0.7506
H -3.5875 -3.1829 0.4035
H -3.3667 -1.0777 -1.9573
H -2.2045 1.0821 -2.0079
H -2.1298 3.4833 0.5896
H -1.4007 3.0074 -0.9515
H 0.4083 3.4170 0.6145
H -0.3606 2.3975 1.8587
H 0.1288 0.4880 0.4530
H 3.1803 0.3366 -1.3417
H 0.7143 0.4439 -2.6457
H 1.9089 -0.8209 -2.9374
H 0.2402 -2.3004 -2.1443
H -0.6164 -1.0254 -1.2867
H 2.6821 -1.8970 1.6215
H 2.0360 0.3630 2.3924
H 3.3198 1.0939 1.4204
H 3.7274 0.0516 2.7845
H 5.0912 -1.5790 1.3467
H 4.4136 -2.1216 -0.1893
H 4.8511 -0.4206 0.0413
H -2.6674 1.4279 2.2184
H -3.8124 -0.7381 2.2690
*
```

Energy relative to the best compared isomer or geometry (same formula, charge and spin) ... 0.082 eV
SMILES ... Cc1ccc(CCNC(=O)[C@@H]2CCC(=O)N2C(C)C)cc1
HOMO-LUMO gap ... 0.362 hartree


# 4
Entry from the OMol25 dataset: an isolated molecule of C17H24N2O4 in a non-equilibrium geometry (the ωB97M-V functional and the def2-TZVPD basis).

Geometry as ORCA input:
```
! RIJCOSX wB97M-V def2-TZVPD def2/J DEFGRID3
* xyz 0 1
C 1.1332 2.4670 -0.7843
C 1.9565 1.6303 0.1299
C 3.3416 1.7458 0.1660
C 4.0628 0.9569 1.0555
C 3.4748 -0.0204 1.8336
N 4.2752 -0.9974 2.4777
O 3.8114 -2.1170 2.7041
O 5.4817 -0.6892 2.7527
C 2.0730 -0.1526 1.7871
C 1.3450 0.6906 0.9356
C -0.1123 0.3826 1.0626
N -0.8158 0.0441 -0.2531
C -0.3317 -0.9645 -1.2067
C -0.7501 -0.6218 -2.6435
C -0.3533 -1.7484 -3.5724
O -2.1655 -0.3969 -2.7564
C -2.6209 0.6384 -1.8739
C -4.1487 0.8676 -2.0345
C -2.2662 0.3225 -0.4106
C -0.1222 -0.7149 2.1893
C -0.8601 -0.1629 3.4405
C -0.7985 -2.0541 1.8164
O 1.2677 -0.9846 2.4953
H 1.7106 3.3034 -1.2266
H 0.7574 1.8748 -1.6186
H 0.2807 2.9109 -0.2568
H 3.9025 2.4526 -0.4480
H 5.1465 1.0273 1.0879
H -0.5991 1.2900 1.4491
H -0.7140 -1.9442 -0.9810
H 0.8030 -0.9601 -1.2000
H -0.2415 0.2525 -2.8893
H -0.6033 -1.4876 -4.6219
H -0.7981 -2.6788 -3.2474
H 0.7110 -1.8280 -3.5016
H -2.0922 1.5730 -2.1298
H -4.7280 -0.0520 -1.7601
H -4.4763 1.6756 -1.3973
H -4.4152 1.0892 -3.0665
H -2.8764 -0.5115 -0.0701
H -2.5612 1.1965 0.1440
H -0.4206 0.7958 3.7873
H -1.9227 -0.0356 3.1961
H -0.7640 -0.8507 4.2843
H -0.8912 -2.6965 2.6780
H -1.8082 -1.8947 1.4566
H -0.2776 -2.6228 1.0209
*
```

Energy relative to the best compared isomer or geometry (same formula, charge and spin) ... 5.102 eV
SMILES ... Cc1ccc([N+](=O)[O-])c2c1[C@@H](N1C[C@@H](C)O[C@@H](C)C1)C(C)(C)O2
HOMO-LUMO gap ... 0.297 hartree


# 5
Entry from the OMol25 dataset: an isolated molecule of C17H24N2O5 (the ωB97M-V functional and the def2-TZVPD basis).

Geometry as ORCA input:
```
! RIJCOSX wB97M-V def2-TZVPD def2/J DEFGRID3
* xyz 0 1
C -1.3101 -3.4838 0.2849
C -0.6339 -3.5973 -1.0729
O 0.6362 -2.9427 -1.0703
C 0.6481 -1.6306 -1.3221
O -0.3308 -0.9789 -1.5680
C 2.0630 -1.0976 -1.2937
C 2.1148 0.2594 -0.5704
C 3.3811 0.9962 -1.0121
O 3.5690 1.2920 -2.1765
N 4.2948 1.2896 -0.0643
C 4.2021 0.9776 1.3428
C 3.2009 -0.1687 1.5219
N 1.9449 0.0985 0.8626
C 1.1617 1.1692 1.4719
C -0.2840 1.0385 1.0728
C -1.0809 0.0719 1.6529
C -2.4058 -0.0769 1.2669
C -2.9481 0.7291 0.2820
O -4.2308 0.6617 -0.1713
C -5.0603 -0.3539 0.3303
C -2.1400 1.7182 -0.3197
O -2.7479 2.4732 -1.2734
C -1.9619 3.3809 -2.0040
C -0.8270 1.8626 0.0905
H -0.6721 -3.9042 1.0585
H -1.4957 -2.4364 0.5099
H -2.2539 -4.0220 0.2703
H -0.4198 -4.6382 -1.3256
H -1.2623 -3.1453 -1.8473
H 2.3830 -0.9383 -2.3267
H 2.7141 -1.8348 -0.8268
H 1.2632 0.8314 -0.9545
H 5.1037 1.8038 -0.3856
H 3.8719 1.8594 1.9083
H 5.1894 0.6864 1.7133
H 3.6211 -1.0803 1.0888
H 3.0195 -0.3455 2.5838
H 1.2475 1.0576 2.5561
H 1.5352 2.1688 1.1958
H -0.6703 -0.5775 2.4113
H -3.0085 -0.8327 1.7462
H -5.2325 -0.2432 1.4069
H -4.6465 -1.3482 0.1302
H -6.0078 -0.2462 -0.1958
H -2.6259 3.8063 -2.7550
H -1.5768 4.1866 -1.3686
H -1.1264 2.8785 -2.5017
H -0.2050 2.6257 -0.3527
*
```

Energy relative to the best compared isomer or geometry (same formula, charge and spin) ... 2.080 eV
SMILES ... CCOC(=O)C[C@@H]1C(=O)NCCN1Cc1ccc(OC)c(OC)c1
HOMO-LUMO gap ... 0.314 hartree